No. 1
{"formula": "C13H48AsF6N12O10", "method": "the ωB97M-V functional and the def2-TZVPD basis", "spin_multiplicity": 2, "energy_ev": -129760.6030, "lumo_ha": [-0.042, -0.231], "gap_ha": [0.285, 0.096], "species": ["As", "F", "F", "F", "F", "F", "F", "C", "O", "N", "N", "H", "H", "H", "H", "C", "O", "N", "N", "H", "H", "H", "H", "C", "O", "N", "N", "H", "H", "H", "H", "C", "O", "N", "N", "H", "H", "H", "H", "C", "O", "N", "N", "H", "H", "H", "H", "C", "C", "C", "O", "C", "N", "H", "H", "H", "H", "H", "H", "H", "H", "H", "H", "H", "C", "C", "C", "O", "C", "N", "H", "H", "H", "H", "H", "H", "H", "H", "H", "H", "H", "O", "H", "H", "O", "H", "H", "O", "H", "H"], "xyz": [[1.61, 0.36, -0.79], [3.10, 1.14, -0.16], [1.23, -0.23, 0.84], [0.27, -0.53, -1.54], [1.99, 0.95, -2.48], [2.66, -1.00, -1.05], [0.62, 1.78, -0.53], [6.47, 0.37, -1.24], [7.62, 0.33, -1.66], [6.11, 0.71, -0.07], [5.40, 0.03, -1.97], [6.84, 1.17, 0.47], [5.15, 0.97, 0.08], [5.62, -0.25, -2.91], [4.53, -0.32, -1.57], [1.76, 5.08, 1.56], [2.43, 6.01, 1.72], [0.58, 5.10, 1.05], [1.98, 3.90, 2.00], [0.28, 6.02, 0.76], [-0.05, 4.33, 1.17], [1.34, 3.21, 1.64], [2.89, 3.64, 2.36], [4.22, -0.17, 2.67], [5.24, -0.34, 3.34], [4.02, -0.88, 1.62], [3.29, 0.73, 2.93], [4.79, -1.40, 1.24], [3.17, -0.81, 1.08], [3.46, 1.43, 3.64], [2.48, 0.78, 2.33], [-3.59, 1.15, -2.60], [-4.21, 1.25, -1.50], [-2.40, 0.72, -2.80], [-4.30, 1.26, -3.69], [-1.98, 0.49, -1.91], [-2.14, 0.30, -3.68], [-3.87, 0.85, -4.51], [-5.31, 1.28, -3.62], [-1.91, 4.52, -0.82], [-2.40, 4.04, 0.11], [-2.16, 5.71, -1.25], [-0.97, 4.04, -1.60], [-2.96, 6.19, -0.86], [-1.62, 6.15, -1.98], [-0.29, 4.54, -2.15], [-0.71, 3.08, -1.41], [0.54, -3.66, -0.26], [-0.91, -3.82, -0.19], [-1.25, -4.96, 0.83], [-0.81, -6.13, 0.30], [-1.26, -7.19, 1.05], [-1.45, -2.53, 0.26], [1.04, -4.63, -0.31], [0.97, -3.08, 0.55], [0.90, -3.11, -1.12], [-1.33, -3.97, -1.18], [-2.34, -5.03, 0.86], [-1.01, -4.65, 1.85], [-1.30, -6.92, 2.10], [-0.47, -7.94, 1.12], [-2.21, -7.57, 0.65], [-1.25, -2.28, 1.22], [-1.13, -1.85, -0.41], [-5.60, -0.01, 2.99], [-5.32, 1.15, 2.13], [-3.93, 1.11, 1.61], [-2.99, 0.99, 2.67], [-1.62, 1.11, 2.21], [-6.32, 1.25, 1.01], [-6.62, -0.38, 3.08], [-5.17, -0.02, 3.99], [-5.13, -0.83, 2.45], [-5.48, 2.02, 2.77], [-3.74, 2.04, 1.08], [-3.80, 0.27, 0.92], [-0.98, 0.51, 2.85], [-1.54, 2.20, 2.21], [-1.59, 0.68, 1.21], [-6.30, 2.14, 0.54], [-6.23, 0.62, 0.22], [1.17, -1.64, -3.87], [0.63, -1.18, -3.23], [1.73, -0.96, -4.25], [4.21, -3.56, -0.42], [4.15, -3.65, -1.37], [3.73, -2.75, -0.23], [3.50, -3.25, -3.10], [2.67, -2.78, -3.02], [3.58, -3.43, -4.03]]}


No. 2
{"formula": "C44H40BN4NiOP2S4", "method": "the ωB97M-V functional and the def2-TZVPD basis", "energy_ev": -157928.0696, "lumo_ha": 0.086, "charge": -1, "gap_ha": 0.208, "species": ["Ni", "O", "S", "C", "C", "C", "C", "C", "C", "P", "C", "C", "C", "C", "C", "C", "C", "C", "C", "C", "C", "C", "C", "C", "C", "C", "C", "C", "P", "C", "C", "C", "C", "C", "C", "C", "C", "C", "C", "C", "C", "H", "H", "H", "H", "H", "H", "H", "H", "H", "H", "H", "H", "H", "H", "H", "H", "H", "H", "H", "H", "H", "H", "H", "H", "H", "H", "H", "H", "C", "N", "C", "C", "N", "B", "N", "C", "C", "N", "C", "C", "S", "C", "S", "H", "H", "H", "H", "H", "H", "H", "H", "H", "H", "H", "H", "S"], "xyz": [[0.24, 0.18, -0.43], [-2.04, 0.17, -2.88], [-1.49, -0.18, -1.54], [-1.52, -2.02, -1.57], [-2.69, -2.68, -1.90], [-2.69, -4.07, -1.98], [-1.51, -4.78, -1.78], [-0.34, -4.10, -1.51], [-0.33, -2.71, -1.38], [1.15, -1.66, -1.04], [1.97, -1.77, -2.68], [1.81, -0.70, -3.55], [2.34, -0.75, -4.83], [3.04, -1.88, -5.25], [3.20, -2.95, -4.38], [2.67, -2.90, -3.11], [2.26, -2.69, -0.03], [1.81, -3.65, 0.87], [2.70, -4.31, 1.71], [4.05, -4.00, 1.68], [4.51, -3.03, 0.80], [3.63, -2.38, -0.04], [-2.87, 0.08, -0.40], [-4.15, 0.25, -0.91], [-5.19, 0.51, -0.03], [-4.94, 0.62, 1.33], [-3.65, 0.48, 1.82], [-2.60, 0.21, 0.95], [-0.82, 0.12, 1.44], [-0.83, 1.25, 2.89], [-1.18, 0.86, 4.19], [-1.27, 1.80, 5.20], [-1.05, 3.14, 4.93], [-0.72, 3.54, 3.64], [-0.59, 2.59, 2.63], [-0.77, -1.52, 2.27], [0.23, -1.81, 3.19], [0.32, -3.05, 3.80], [-0.59, -4.05, 3.47], [-1.58, -3.79, 2.53], [-1.67, -2.54, 1.94], [-3.60, -2.12, -2.08], [-3.61, -4.59, -2.21], [-1.51, -5.86, -1.86], [0.59, -4.65, -1.38], [1.26, 0.18, -3.23], [2.22, 0.09, -5.50], [3.46, -1.92, -6.25], [3.75, -3.83, -4.70], [2.80, -3.73, -2.43], [0.75, -3.88, 0.94], [2.33, -5.05, 2.41], [4.75, -4.52, 2.33], [5.57, -2.77, 0.77], [3.99, -1.61, -0.72], [-4.30, 0.21, -1.98], [-6.19, 0.67, -0.41], [-5.75, 0.85, 2.01], [-3.45, 0.61, 2.87], [-1.38, -0.18, 4.41], [-1.54, 1.48, 6.20], [-1.15, 3.88, 5.72], [-0.56, 4.58, 3.41], [-0.34, 2.91, 1.63], [0.95, -1.04, 3.45], [1.10, -3.24, 4.52], [-0.52, -5.02, 3.94], [-2.28, -4.56, 2.25], [-2.46, -2.35, 1.22], [-2.61, 2.95, -3.46], [-1.29, 3.52, -3.21], [-0.37, 3.90, -4.15], [0.66, 4.47, -3.46], [0.36, 4.43, -2.13], [1.28, 5.12, -1.07], [1.64, 4.20, 0.15], [1.92, 4.77, 1.37], [2.40, 3.81, 2.19], [2.42, 2.64, 1.45], [2.91, 1.36, 1.90], [1.96, 2.90, 0.20], [1.87, 1.73, -1.04], [-0.84, 3.86, -1.99], [-1.76, 3.56, -0.54], [-2.75, 2.91, -4.54], [-3.36, 3.58, -3.00], [-2.66, 1.94, -3.05], [-0.52, 3.73, -5.20], [1.58, 4.88, -3.81], [2.31, 5.41, -1.65], [0.72, 6.09, -0.62], [1.72, 5.81, 1.56], [2.70, 3.83, 3.22], [3.13, 1.43, 2.97], [3.81, 1.08, 1.35], [2.16, 0.59, 1.72], [-3.10, 5.15, -0.56]]}


No. 3
{"formula": "C20H27BrNO2PZr", "method": "the ωB97M-V functional and the def2-TZVPD basis", "energy_ev": -107356.7990, "lumo_ha": -0.343, "charge": 2, "gap_ha": 0.192, "species": ["C", "C", "C", "C", "C", "C", "C", "C", "N", "Zr", "C", "P", "H", "H", "H", "H", "H", "H", "H", "H", "C", "C", "H", "C", "C", "H", "H", "H", "H", "H", "H", "H", "H", "H", "H", "H", "H", "H", "H", "Br", "C", "C", "C", "C", "C", "C", "C", "O", "O", "H", "H", "H", "H"], "xyz": [[-4.13, 0.73, -1.37], [-3.25, -0.03, -2.16], [-1.92, -0.22, -1.71], [-1.53, 0.32, -0.47], [-2.42, 1.09, 0.30], [-3.74, 1.28, -0.14], [-0.94, -0.96, -2.58], [0.51, -0.40, -2.57], [0.72, 0.59, -3.64], [0.52, -0.29, 0.16], [-1.87, 1.78, 1.53], [-0.07, 2.18, 1.17], [-3.53, -0.45, -3.14], [-4.41, 1.91, 0.47], [-5.16, 0.89, -1.73], [-1.85, 1.15, 2.43], [-2.42, 2.72, 1.79], [-0.87, -2.03, -2.31], [-1.31, -0.95, -3.63], [0.90, 0.19, -1.64], [0.58, 3.01, 2.66], [-0.29, 3.59, -0.01], [1.22, -1.23, -2.78], [0.06, 1.87, -3.41], [2.13, 0.76, -3.96], [1.96, -0.21, 1.52], [0.25, 2.51, -4.28], [-1.02, 1.73, -3.28], [0.44, 2.41, -2.53], [2.23, 1.43, -4.83], [2.73, 1.17, -3.14], [2.55, -0.22, -4.22], [-0.83, 4.46, 0.43], [0.70, 3.92, -0.36], [-0.86, 3.27, -0.91], [-0.03, 3.88, 2.99], [0.63, 2.26, 3.47], [1.61, 3.34, 2.44], [2.36, 0.03, 0.83], [-1.55, -3.83, 2.44], [0.27, -3.72, 2.86], [0.68, -4.06, 4.15], [2.04, -3.94, 4.53], [2.98, -3.48, 3.60], [2.60, -3.17, 2.32], [1.27, -3.24, 1.97], [0.95, -2.65, 0.67], [1.77, -2.49, -0.31], [-0.27, -2.17, 0.59], [-0.04, -4.41, 4.87], [2.35, -4.23, 5.53], [4.04, -3.37, 3.85], [3.26, -2.76, 1.56]]}


No. 4
{"formula": "C32H78IN8O7", "method": "the ωB97M-V functional and the def2-TZVPD basis", "energy_ev": -68795.2479, "lumo_ha": -0.089, "charge": 1, "gap_ha": 0.295, "species": ["C", "C", "O", "C", "C", "N", "C", "C", "C", "C", "O", "O", "C", "N", "C", "C", "N", "N", "C", "C", "C", "I", "C", "C", "H", "H", "H", "H", "H", "H", "H", "H", "H", "H", "H", "H", "H", "H", "H", "H", "H", "H", "H", "H", "H", "H", "H", "H", "H", "H", "H", "H", "H", "H", "H", "H", "H", "H", "C", "C", "C", "O", "C", "N", "H", "H", "H", "H", "H", "H", "H", "H", "H", "H", "H", "C", "C", "C", "O", "C", "N", "H", "H", "H", "H", "H", "H", "H", "H", "H", "H", "H", "C", "C", "C", "O", "C", "N", "H", "H", "H", "H", "H", "H", "H", "H", "H", "H", "H", "C", "C", "C", "O", "C", "N", "H", "H", "H", "H", "H", "H", "H", "H", "H", "H", "H"], "xyz": [[2.58, -5.33, -0.09], [1.82, -4.61, -1.21], [0.65, -3.91, -0.72], [0.56, -2.51, -0.95], [-0.59, -2.25, -1.94], [-1.80, -1.63, -1.34], [-2.28, -0.48, -2.15], [-1.37, 0.77, -1.99], [-0.60, 0.88, -0.67], [-0.26, 2.29, -0.24], [0.65, 2.57, 0.50], [-1.10, 3.21, -0.72], [-2.68, -2.51, -0.81], [-2.26, -3.72, -0.48], [-3.07, -4.75, 0.19], [-2.17, -5.89, 0.62], [-1.51, -5.58, 1.89], [-4.00, -2.19, -0.46], [-4.90, -2.37, -1.64], [-6.11, -3.28, -1.34], [-4.12, -1.02, 0.44], [-6.16, -0.40, 0.62], [-3.49, -1.34, 1.79], [-3.70, -0.30, 2.88], [3.66, -5.30, -0.24], [2.35, -4.84, 0.86], [2.28, -6.38, -0.01], [2.47, -3.89, -1.72], [1.46, -5.31, -1.96], [1.50, -2.09, -1.32], [0.34, -2.02, 0.01], [-0.85, -3.22, -2.38], [-0.25, -1.62, -2.76], [-2.28, -0.78, -3.20], [-3.29, -0.19, -1.90], [-0.68, 0.85, -2.84], [-2.03, 1.64, -2.06], [-1.19, 0.47, 0.16], [0.35, 0.35, -0.69], [-0.87, 4.06, -0.31], [-1.29, -3.98, -0.67], [-3.54, -4.30, 1.07], [-3.84, -5.10, -0.50], [-2.79, -6.78, 0.76], [-1.44, -6.10, -0.18], [-0.64, -6.10, 1.99], [-1.24, -4.60, 1.92], [-5.22, -1.40, -2.03], [-4.29, -2.83, -2.43], [-6.11, -3.58, -0.29], [-6.10, -4.17, -1.98], [-7.05, -2.75, -1.52], [-3.61, -0.14, 0.03], [-2.41, -1.44, 1.61], [-3.87, -2.32, 2.11], [-2.89, -0.37, 3.61], [-3.68, 0.72, 2.48], [-4.63, -0.46, 3.42], [2.21, 4.76, 5.30], [1.33, 4.11, 4.23], [1.25, 4.87, 2.91], [0.45, 6.03, 2.93], [1.10, 7.17, 3.46], [0.01, 3.83, 4.80], [1.70, 5.59, 5.78], [2.46, 4.03, 6.07], [3.14, 5.14, 4.87], [1.78, 3.14, 3.98], [0.80, 4.21, 2.17], [2.26, 5.12, 2.54], [2.17, 7.15, 3.21], [0.99, 7.26, 4.54], [0.67, 8.06, 2.99], [-0.54, 3.29, 4.14], [-0.49, 4.72, 4.88], [6.40, 4.45, -0.03], [4.89, 4.66, -0.07], [4.44, 6.09, 0.27], [4.51, 6.42, 1.64], [5.78, 6.82, 2.11], [4.24, 3.65, 0.77], [6.76, 4.34, 0.99], [6.66, 3.54, -0.56], [6.93, 5.28, -0.50], [4.56, 4.48, -1.10], [3.38, 6.17, 0.01], [4.99, 6.83, -0.33], [6.33, 7.39, 1.35], [6.39, 5.97, 2.43], [5.62, 7.47, 2.98], [3.23, 3.69, 0.65], [4.40, 3.90, 1.74], [1.23, -1.26, 4.43], [0.80, -2.62, 3.92], [1.79, -3.76, 4.17], [2.90, -3.72, 3.31], [3.99, -2.91, 3.72], [0.48, -2.53, 2.49], [1.97, -0.80, 3.77], [0.38, -0.58, 4.47], [1.66, -1.32, 5.43], [-0.12, -2.90, 4.45], [1.27, -4.69, 3.92], [2.10, -3.82, 5.22], [4.13, -2.96, 4.80], [3.87, -1.87, 3.42], [4.88, -3.31, 3.23], [0.11, -3.43, 2.19], [1.36, -2.44, 1.99], [-1.18, -0.57, -8.81], [-1.96, 0.54, -8.11], [-2.03, 0.39, -6.59], [-2.93, -0.61, -6.12], [-2.44, -1.93, -6.17], [-3.27, 0.67, -8.74], [-1.78, -1.48, -8.91], [-0.90, -0.26, -9.81], [-0.26, -0.82, -8.27], [-1.42, 1.47, -8.29], [-2.42, 1.33, -6.18], [-1.03, 0.23, -6.16], [-1.36, -1.98, -5.96], [-2.64, -2.41, -7.13], [-2.97, -2.50, -5.41], [-3.75, 1.49, -8.40], [-3.85, -0.12, -8.46]]}


No. 5
{"formula": "C4H13N3O", "method": "the ωB97M-V functional and the def2-TZVPD basis", "relative_energy_kj_mol": 207.24, "energy_ev": -10875.5297, "smiles": "C/N=C\\N.NCCO", "lumo_ha": 0.028, "gap_ha": 0.357, "species": ["C", "N", "C", "N", "H", "H", "H", "H", "H", "H", "C", "O", "C", "N", "H", "H", "H", "H", "H", "H", "H"], "xyz": [[2.54, -1.30, -0.53], [2.71, 1.49, -0.14], [1.47, 0.77, -0.27], [1.36, -0.46, -0.50], [2.49, -1.95, -1.40], [2.48, -2.00, 0.30], [3.46, -0.72, -0.52], [2.69, 2.27, -0.80], [2.75, 1.95, 0.77], [0.58, 1.40, -0.22], [-2.45, 0.21, -0.40], [-3.01, 1.51, -0.26], [-1.97, -0.23, 0.96], [-1.28, -1.52, 0.87], [-3.18, -0.47, -0.82], [-1.60, 0.22, -1.10], [-3.49, 1.73, -1.06], [-1.32, 0.58, 1.33], [-2.82, -0.33, 1.65], [-0.98, -1.78, 1.81], [-0.42, -1.37, 0.34]]}


No. 6
{"formula": "C10H20FMgNO10", "method": "the ωB97M-V functional and the def2-TZVPD basis", "relative_energy_kj_mol": 40.40, "energy_ev": -40822.6521, "lumo_ha": 0.010, "gap_ha": 0.370, "species": ["Mg", "N", "O", "O", "O", "F", "C", "C", "C", "O", "C", "H", "H", "H", "H", "H", "H", "H", "H", "C", "O", "C", "O", "O", "C", "H", "H", "H", "H", "H", "H", "C", "O", "C", "O", "O", "C", "H", "H", "H", "H", "H", "H"], "xyz": [[-0.60, -15.79, -4.06], [-2.88, -15.08, -4.68], [-2.00, -15.49, -5.48], [-2.42, -15.00, -3.48], [-3.97, -14.64, -4.98], [0.82, -16.61, -5.03], [2.03, -12.40, -4.19], [0.78, -11.80, -3.56], [-0.36, -12.59, -4.19], [0.20, -13.90, -4.36], [1.54, -13.68, -4.85], [2.82, -12.51, -3.46], [2.38, -11.74, -4.99], [0.66, -10.72, -3.63], [0.79, -12.03, -2.49], [-0.70, -12.17, -5.14], [-1.21, -12.71, -3.52], [1.47, -13.57, -5.94], [2.13, -14.57, -4.66], [-3.89, -18.06, -4.68], [-2.98, -19.07, -4.34], [-1.79, -18.75, -3.84], [-1.45, -17.62, -3.58], [-1.15, -19.86, -3.58], [0.04, -19.80, -2.80], [-3.70, -17.49, -5.59], [-3.96, -17.30, -3.89], [-4.89, -18.49, -4.73], [-0.11, -20.23, -1.81], [0.42, -18.79, -2.69], [0.75, -20.44, -3.32], [-1.58, -16.23, -0.17], [-0.27, -15.65, -0.02], [0.41, -15.44, -1.13], [0.01, -15.71, -2.22], [1.58, -14.89, -0.92], [2.10, -14.77, 0.40], [-2.01, -16.24, 0.83], [-1.44, -17.26, -0.49], [-2.20, -15.69, -0.88], [1.42, -14.19, 1.02], [3.06, -14.27, 0.31], [2.29, -15.74, 0.88]]}


- Number 4 is which compound?
  C32H78IN8O7